The following is a DFT calculation (the ωB97M-V functional and the def2-TZVPD basis) of a 2-piece molecular cluster, C4H4ClN2OS overall at a distorted geometry.

Structure (XYZ):
```
13
Properties=species:S:1:pos:R:3:forces:R:3:nbo_charge:R:1
C 1.5713 -1.1788 -0.4588 4.4 0.9 0.0 -0.042
C 2.6035 -0.3626 0.0597 -1.6 -0.8 -0.3 -0.494
C 0.4435 0.4452 0.3675 -3.9 0.8 1.8 0.145
C -1.9998 0.7987 0.5734 4.9 -0.6 -3.3 -0.048
N 0.3696 -0.6835 -0.2583 -1.6 0.4 -0.2 -0.462
N -0.8268 0.9691 1.1381 0.5 -2.2 -2.2 0.019
O -0.5733 1.1831 2.3643 0.3 0.9 1.2 -0.634
S 1.9553 1.0201 0.8425 0.1 -0.5 -0.2 0.500
Cl -3.0154 2.9143 -0.2016 -0.3 0.7 -0.4 -0.826
H 1.8482 -2.0583 -1.0572 -0.7 0.2 0.5 0.199
H 3.6260 -0.5630 0.1974 1.1 -0.3 -0.3 0.217
H -1.8898 0.4377 -0.4905 -0.6 0.5 1.5 0.209
H -2.8826 0.8511 1.0511 -2.4 0.0 1.8 0.216
```
Positions in Å, forces in eV/Å.

Frontier orbital gap (spin up / spin down) in hartree: 0.227 / 0.227
Calculated total energy in eV: -32596.578
Multiplicity: 1
F_max in eV Å⁻¹: 5.9
Relative energy (zero: lowest compared OMol25 entry of this formula, charge and spin) in kcal per mole: 6.9
Total charge: -1


The following is a DFT calculation (the ωB97M-V functional and the def2-TZVPD basis) of a 2-piece molecular cluster, CH8N2 overall at a distorted geometry.

Structure (XYZ):
```
11
Properties=species:S:1:pos:R:3:forces:R:3:lowdin_spin:R:1
N 2.3479 -1.0551 -0.7022 -0.7 0.1 -0.5 0.073
H 1.5350 -1.6772 -0.6252 0.3 0.0 0.2 0.035
H 1.8896 -0.1639 -0.4956 0.1 0.0 0.3 0.015
H 2.4400 -0.9945 -1.7179 0.3 0.0 0.0 0.019
C -1.7664 0.3181 0.8653 0.8 -0.6 0.2 0.401
N -0.6402 0.7718 0.0013 -1.2 1.0 -0.6 0.115
H -1.4306 0.0006 1.8517 0.2 0.3 0.2 0.023
H -2.5516 1.0490 1.0043 -0.4 0.2 -0.1 0.065
H -2.1416 -0.6108 0.4406 -0.4 0.0 -0.1 0.055
H -1.0563 0.6317 -0.9268 0.4 -0.8 -0.4 0.112
H -0.7584 1.7975 -0.0851 0.6 -0.1 0.8 0.086
```
Positions in Å, forces in eV/Å.

Frontier orbital gap (spin up / spin down) in hartree: 0.126 / 0.378
Calculated total energy in eV: -4145.122
Multiplicity: 2
<S²>: 0.750
F_max in eV Å⁻¹: 1.7
Relative energy (zero: lowest compared OMol25 entry of this formula, charge and spin) in kcal per mole: 5.4
Total charge: -1


The following is a DFT calculation (the ωB97M-V functional and the def2-TZVPD basis) of a 2-piece molecular cluster, C4H12O3 overall.

Structure (XYZ):
```
19
Properties=species:S:1:pos:R:3:forces:R:3:nbo_charge:R:1
C -0.0855 -0.1900 1.4057 0.3 0.0 0.2 -0.063
O -0.6027 -1.0528 2.4147 -0.1 0.0 -0.2 -0.725
C 0.8375 -0.9810 0.5033 -0.6 -0.3 -0.4 -0.422
C 1.2032 -0.1914 -0.7501 0.2 0.4 0.6 -0.424
C 0.0725 -0.0329 -1.7500 -0.2 0.0 -0.3 -0.072
O -0.4532 -1.2744 -2.2100 -0.1 0.0 0.5 -0.713
H -0.8902 0.2710 0.8150 0.1 0.0 0.2 0.161
H 0.5176 0.6001 1.8781 -0.3 0.1 -0.1 0.162
H -1.3136 -0.5898 2.8655 0.0 0.0 0.1 0.470
H 0.3517 -1.9130 0.1906 -0.1 0.1 0.1 0.198
H 1.7018 -1.3069 1.0670 0.4 0.1 0.1 0.216
H 2.0398 -0.6658 -1.2491 0.2 -0.1 -0.2 0.219
H 1.5587 0.8084 -0.4442 -0.1 -0.1 -0.2 0.192
H 0.4542 0.4794 -2.6247 0.2 0.0 -0.3 0.180
H -0.7563 0.5938 -1.4078 0.0 0.0 0.4 0.156
H -0.9552 -1.6523 -1.4688 0.2 0.0 -0.5 0.464
H -0.0912 2.5804 -0.3817 0.0 0.0 0.0 0.466
H -0.6757 3.9434 -0.0309 0.0 0.0 0.0 0.472
O -0.6429 3.0287 0.2676 0.0 0.0 0.0 -0.938
```
Positions in Å, forces in eV/Å.

Frontier orbital gap in hartree: 0.404
Calculated total energy in eV: -10484.547
Multiplicity: 1
SMILES: OCCCCO.O
F_max in eV Å⁻¹: 0.8
Relative energy (zero: lowest compared OMol25 entry of this formula, charge and spin) in kcal per mole: 13.6
Total charge: 0